Record 1
Computed, not measured: a molecular structure, C25H28BrHfN3O6P in a non-equilibrium geometry, with ωB97M-V with the def2-TZVPD basis set.

Geometry as XYZ:
```
65
Properties=species:S:1:pos:R:3:forces:R:3:nbo_charge:R:1
Hf -0.04428 0.45585 0.56046 -0.1 1.5 0.3 2.4074
Br 6.94382 2.65725 -0.26334 -0.2 -0.1 0.1 0.0981
C 5.24702 2.06585 0.34886 0.1 0.2 -0.2 -0.1186
C 5.16772 0.93585 1.17406 -0.1 0.2 -0.1 -0.1712
C 3.94532 0.46935 1.58236 -0.5 0.1 -0.1 -0.2213
C 2.74032 1.07425 1.15906 1.7 0.9 0.0 0.3829
O 1.60092 0.58985 1.56376 1.8 0.1 0.8 -0.7845
C 2.83922 2.26565 0.36406 0.2 -0.7 0.4 -0.2432
C 1.67082 3.04955 0.13266 -0.2 0.0 0.2 0.2566
N 0.48812 2.52335 0.21246 0.8 1.4 -0.3 -0.6388
C -0.67618 3.29075 0.34636 -0.8 0.9 0.1 0.1972
C -1.00958 4.41585 -0.37294 0.2 -0.6 0.2 -0.2068
C -2.19718 5.10945 -0.09044 -0.2 0.1 0.2 -0.1815
C -3.03228 4.70695 0.91766 0.2 0.0 -0.2 -0.1515
C -2.74418 3.53615 1.65326 0.4 -0.3 -0.2 -0.0866
C -3.57568 3.02175 2.67126 0.2 -0.3 0.0 -0.0654
C -3.23768 1.84605 3.29426 0.0 0.2 0.0 -0.2442
C -2.07808 1.16625 2.89386 0.0 0.0 0.3 0.1421
N -1.26488 1.62475 1.95936 -0.9 0.3 0.7 -0.5873
C -1.57298 2.80255 1.34196 -0.3 0.9 -0.1 0.1532
C 4.10852 2.74125 -0.01884 0.1 -0.2 0.1 -0.1624
H 6.07042 0.43965 1.49576 0.1 0.0 0.0 0.2459
H 3.86202 -0.39275 2.22746 0.0 -0.1 0.0 0.2392
H 1.80642 4.12805 0.01146 -0.2 -0.1 -0.1 0.2087
H -0.37258 4.74395 -1.17924 0.1 0.1 -0.1 0.2330
H -2.43908 5.98155 -0.67644 0.0 0.1 0.0 0.2386
H -3.92568 5.26545 1.15146 -0.1 0.0 0.0 0.2336
H -4.47368 3.56015 2.93266 -0.1 0.0 0.1 0.2390
H -3.85748 1.42185 4.06936 0.0 0.0 0.0 0.2483
H -1.79508 0.22285 3.35366 -0.1 0.1 -0.1 0.2344
H 4.16852 3.62965 -0.63044 0.1 0.1 0.0 0.2351
C 1.09272 -2.21905 -2.74774 -0.2 0.2 0.4 -0.6471
C 1.66812 -1.22355 -1.74864 0.9 0.1 -1.1 0.3047
C 1.80262 0.17075 -2.37694 -0.3 -0.3 0.3 -0.6375
C 2.99792 -1.71645 -1.18674 -0.4 0.1 0.2 -0.6439
O 0.73502 -1.01885 -0.63854 0.0 -1.8 0.2 -0.8894
P -0.00398 -2.22955 0.31526 -0.2 -1.1 -1.1 2.5682
O 0.89222 -3.34195 0.59476 -0.1 0.2 0.0 -1.0493
O -0.46238 -1.25125 1.42176 -0.5 -1.6 0.9 -1.1143
O -1.29208 -2.45935 -0.57464 0.8 0.1 0.3 -0.8363
C -2.06128 -3.69725 -0.51054 -0.7 -0.9 -0.1 0.2881
C -1.39558 -4.73535 -1.40674 0.0 0.3 0.2 -0.6419
C -2.13078 -4.19085 0.92846 0.1 0.2 -0.1 -0.6665
C -3.44878 -3.32935 -1.02864 0.4 0.1 0.1 -0.6268
H 1.75492 -2.29155 -3.60924 0.0 0.0 0.0 0.2368
H 0.11102 -1.89085 -3.08214 -0.1 0.0 -0.1 0.2287
H 1.00182 -3.20115 -2.28954 0.0 -0.1 0.0 0.2321
H 2.40222 0.10595 -3.28324 0.0 0.1 0.0 0.2445
H 2.29822 0.85075 -1.67734 0.0 0.0 -0.1 0.2106
H 0.81062 0.55945 -2.63194 0.1 0.0 -0.1 0.2318
H 3.78132 -1.62505 -1.93334 0.0 0.0 -0.2 0.2307
H 2.91462 -2.75365 -0.87594 0.0 -0.1 0.0 0.2466
H 3.27622 -1.12325 -0.31834 0.1 0.0 0.0 0.2172
H -0.40118 -4.95845 -1.02844 0.1 -0.1 0.0 0.2289
H -1.32188 -4.35655 -2.42354 0.0 0.0 -0.1 0.2149
H -1.98328 -5.65005 -1.41404 0.0 -0.1 0.0 0.2284
H -1.14048 -4.46335 1.28656 0.0 -0.1 0.1 0.2372
H -2.77468 -5.06415 0.98556 -0.1 -0.1 0.0 0.2361
H -2.53398 -3.41225 1.57336 -0.1 0.0 0.1 0.2177
H -3.37558 -2.90875 -2.02764 0.0 0.0 -0.2 0.2175
H -3.90948 -2.59255 -0.37844 -0.1 0.1 0.1 0.2283
H -4.07598 -4.21335 -1.06324 -0.1 -0.1 0.0 0.2240
O -3.54348 -0.07795 0.12326 -0.3 -0.2 0.3 -0.5364
C -2.52918 0.27195 -0.34044 -1.5 0.0 -0.4 0.7984
N -1.51808 0.68785 -0.81914 -0.2 0.4 -1.5 -0.9122
```
Forces are in eV/Å.

Its total energy is -123775.9923 eV. The calculation puts the highest occupied orbital energy at -11.366 eV. The value obtained for the orbital gap is 0.270 Ha. Its total charge is +1.


Record 2
Computed, not measured: a molecular structure, C25H28Cl2F5N4O2Pt, with ωB97M-V with the def2-TZVPD basis set.

Geometry as XYZ:
```
67
Properties=species:S:1:pos:R:3:forces:R:3:nbo_charge:R:1
Pt 0.00189 0.98329 0.09862 0.6 0.1 -0.3 0.5897
Cl 6.47585 0.80968 4.67977 0.0 0.0 0.1 -0.0455
C 5.19666 0.86199 3.49284 -0.1 0.0 -0.2 -0.1217
C 5.52443 0.90009 2.13327 0.1 0.0 0.0 -0.2222
C 4.53216 0.94707 1.19592 -0.2 0.0 0.0 -0.1252
Cl 4.96057 0.99700 -0.49074 0.1 0.0 0.0 -0.0269
C 3.11981 0.96177 1.50965 0.4 0.1 0.0 0.5013
O 2.27896 1.03996 0.57445 -0.5 -0.1 0.1 -0.7692
C 2.85127 0.89565 2.91236 -0.1 0.0 0.1 -0.3158
C 1.49570 0.82284 3.45068 0.4 0.1 0.0 0.4419
O 0.47187 0.70979 2.82616 -0.5 -0.1 0.1 -0.5572
C 3.88042 0.86097 3.86510 0.0 0.0 0.0 -0.1622
H 6.56123 0.89910 1.82420 0.0 0.0 0.0 0.2271
H 1.47270 0.86290 4.56033 -0.1 0.0 0.1 0.0844
H 3.61518 0.82504 4.91576 0.0 0.0 0.0 0.2127
F -1.29503 3.60783 0.27544 0.2 0.1 -0.1 -0.3788
C -0.06195 2.98362 0.13276 -0.1 0.1 -0.1 0.3880
F 0.68013 3.46682 1.20314 0.1 0.0 0.1 -0.3731
C 0.54477 3.69908 -1.09450 0.0 -0.1 0.0 0.9013
F 1.71091 3.15877 -1.47265 0.1 0.0 0.0 -0.3254
F -0.28287 3.63481 -2.14901 -0.1 0.0 -0.1 -0.3305
F 0.77983 5.00650 -0.87168 0.0 0.1 0.1 -0.3359
C 2.54808 -2.67169 -3.01704 0.0 0.0 0.0 -0.4144
C 2.98234 -1.39805 -2.32389 0.0 0.0 0.0 -0.2057
N 1.88356 -0.87983 -1.53755 0.0 0.0 0.0 -0.6240
C 1.01832 -1.67497 -0.85054 0.0 0.0 0.0 0.6483
N 0.24585 -1.13471 0.04892 0.1 0.0 -0.1 -0.6056
C -0.56175 -2.02323 0.86669 0.0 0.0 0.0 -0.2198
C -1.15013 -3.13365 0.01790 0.0 0.0 0.0 -0.4272
C -0.00178 -3.90606 -0.59465 0.0 0.0 0.0 -0.1885
N 0.97742 -3.00659 -1.17968 0.0 0.0 0.0 -0.4486
C 2.02664 -3.62907 -1.96426 0.0 0.0 0.0 -0.1938
H 3.38516 -3.12123 -3.55345 0.0 0.0 0.0 0.2095
H 1.75487 -2.45143 -3.73504 0.0 0.0 0.0 0.2112
H 3.27053 -0.63431 -3.04713 0.0 0.0 0.0 0.2089
H 3.86066 -1.59494 -1.69607 0.0 0.0 0.0 0.1814
H 2.05393 0.00064 -1.05425 0.0 0.0 0.0 0.4578
H -1.33743 -1.43302 1.34153 0.0 0.0 0.0 0.2261
H 0.04850 -2.44633 1.67619 0.0 0.0 0.0 0.1784
H -1.76934 -2.68540 -0.76402 0.0 0.0 0.0 0.2232
H -1.77537 -3.80948 0.60460 0.0 0.0 0.0 0.2087
H -0.35518 -4.57672 -1.38458 0.0 0.0 0.0 0.1888
H 0.47835 -4.53156 0.17100 0.0 0.0 0.0 0.1728
H 1.59985 -4.52134 -2.42793 0.0 0.0 0.0 0.1963
H 2.85067 -3.96480 -1.31816 0.0 0.0 0.0 0.1766
C -3.63823 2.62220 1.41286 -0.1 0.0 0.0 -0.4168
N -4.11002 1.25720 1.55273 0.0 0.0 0.0 -0.4408
C -5.48213 1.13528 1.11630 0.0 -0.1 0.0 -0.4086
C -3.17290 0.28285 0.99146 0.1 0.0 0.0 -0.2673
C -2.87984 0.34187 -0.50284 0.0 0.0 0.0 -0.0257
C -3.87487 -0.08144 -1.38951 0.0 0.0 0.0 -0.2467
C -3.70155 -0.04209 -2.76330 0.0 0.0 0.0 -0.2638
C -2.49763 0.42953 -3.26726 0.0 0.0 0.0 -0.2515
C -1.48933 0.81579 -2.39899 0.1 0.0 0.0 -0.1976
C -1.63246 0.76565 -1.00435 -0.2 -0.1 0.2 -0.2049
H -4.26529 3.28434 2.01564 0.0 0.0 0.0 0.1778
H -3.65610 2.97785 0.37052 0.0 0.0 0.1 0.1747
H -2.61045 2.69571 1.76049 -0.1 0.0 0.1 0.2268
H -6.11080 1.76983 1.74674 0.0 0.0 0.0 0.1863
H -5.82373 0.10241 1.22814 0.0 0.0 0.0 0.1844
H -5.64774 1.44096 0.07161 0.0 0.0 0.0 0.1654
H -3.55592 -0.71219 1.24909 0.0 0.0 0.0 0.1804
H -2.22975 0.42897 1.52496 0.0 0.0 0.0 0.2280
H -4.80132 -0.47573 -0.98777 0.0 0.0 0.0 0.1917
H -4.48869 -0.37881 -3.42789 0.0 0.0 0.0 0.1940
H -2.33357 0.48067 -4.33829 0.0 0.0 0.0 0.1945
H -0.54592 1.15233 -2.81078 0.0 0.0 0.0 0.2027
```
Forces are in eV/Å.

Its total energy is -78317.3500 eV. The calculation puts the highest occupied orbital energy at -4.835 eV. For the energy relative to the best compared isomer or geometry (same formula, charge and spin), the calculation gives 0.0 kcal/mol. The value obtained for the orbital gap is 0.266 Ha. Its total charge is -1.


Record 3
Computed, not measured: a molecular structure, C25H28Cl2IrN8O4S in a non-equilibrium geometry, with ωB97M-V with the def2-TZVPD basis set.

Geometry as XYZ:
```
69
Properties=species:S:1:pos:R:3:forces:R:3:lowdin_spin:R:1
Ir 0.71466 -0.29094 -0.54825 0.9 0.2 -2.0 0.0532
Cl -2.45615 -5.09388 -4.23987 0.0 0.0 0.0 0.0583
C -1.43241 -4.29647 -3.13981 0.1 -0.1 0.1 0.1328
C -1.42146 -2.92190 -3.12233 0.1 0.2 0.1 -0.0228
C -0.61243 -2.25801 -2.19184 0.1 0.0 -0.1 0.1279
N -0.49524 -0.90810 -1.97373 -0.9 -0.2 -0.4 0.0876
C -1.30458 0.01355 -2.61761 -0.1 -0.1 0.1 0.0224
O -2.28601 -0.23115 -3.27734 0.1 0.0 -0.1 0.0527
C -0.81592 1.42165 -2.44730 0.2 -0.2 0.0 0.0007
C -1.42903 2.47568 -3.10009 0.0 -0.1 0.0 0.0023
C -0.86451 3.73448 -2.99025 0.0 0.0 0.0 -0.0002
C 0.30632 3.88495 -2.25528 -0.1 0.0 0.0 0.0031
C 0.84674 2.78125 -1.62230 -0.1 -0.1 0.0 -0.0009
N 0.28826 1.56842 -1.70450 0.0 0.3 1.0 0.0026
C 0.20540 -3.02557 -1.30382 0.0 0.0 0.1 0.1078
C 0.19643 -4.44004 -1.34728 0.1 0.2 0.0 0.0268
C -0.61537 -5.06480 -2.24155 -0.1 0.0 -0.2 0.0562
Cl -0.66044 -6.76983 -2.29101 0.0 0.0 0.0 0.0159
N 0.85140 -2.28589 -0.39177 0.5 -0.4 0.9 0.2089
C 1.44268 -2.85010 0.75668 -0.4 0.1 0.2 0.0189
O 2.25115 -3.73216 0.77560 0.0 0.0 0.0 0.0269
C 0.80786 -2.24674 1.98211 0.0 0.1 -0.1 0.0035
C 1.03293 -2.80556 3.22432 0.1 0.0 0.0 0.0016
C 0.35129 -2.28850 4.31806 0.0 0.0 0.0 -0.0001
C -0.55116 -1.26143 4.10783 0.0 0.0 0.0 0.0014
C -0.71316 -0.76554 2.82075 -0.1 -0.2 -0.1 0.0005
N -0.04507 -1.23029 1.76689 -0.4 0.1 0.4 0.0100
H -2.05495 -2.37702 -3.79937 0.0 0.0 0.0 -0.0029
H -2.32594 2.28019 -3.67157 0.0 0.0 0.0 0.0002
H -1.31999 4.58619 -3.47748 0.0 0.0 0.0 -0.0001
H 0.79007 4.84821 -2.16684 0.0 0.0 0.0 0.0002
H 1.74825 2.85746 -1.02852 0.0 0.0 0.1 -0.0001
H 0.82874 -5.01170 -0.68572 0.0 0.0 0.0 0.0007
H 1.72237 -3.63496 3.30833 0.0 0.0 0.0 0.0003
H 0.51517 -2.68781 5.31021 0.0 0.0 0.0 0.0000
H -1.13663 -0.85246 4.91991 0.0 0.0 0.0 0.0001
H -1.44443 0.01068 2.62987 0.0 0.0 0.0 0.0000
C 3.85578 0.20979 2.94240 -0.1 0.0 0.0 0.0000
O 2.66181 1.03470 3.00309 0.1 0.1 0.0 -0.0001
C 1.86467 1.03760 1.96638 0.1 -0.2 0.0 0.0002
O 2.11284 0.38362 0.93324 -0.2 0.3 0.4 0.0014
N 0.79421 1.83134 2.15732 0.1 -0.1 -0.3 0.0000
N -0.14096 1.91897 1.14020 -0.6 0.3 0.0 0.0030
H 4.52661 0.62500 3.68484 0.0 0.0 0.0 0.0000
H 4.29437 0.25034 1.95092 0.0 0.0 0.0 0.0000
H 3.58951 -0.81340 3.19554 0.0 0.0 0.0 0.0000
H 0.70622 2.34416 3.02256 0.0 0.0 0.0 0.0001
H -0.12894 2.82594 0.68842 0.1 0.1 0.1 0.0001
H -1.08440 1.75988 1.47471 0.1 -0.1 0.2 0.0000
C 3.63286 3.87775 -3.38253 0.0 0.0 0.0 0.0001
C 4.50710 2.66797 -3.09632 0.0 0.0 0.0 0.0000
N 3.79266 1.56626 -2.42352 0.0 0.0 0.0 0.0004
C 3.10675 0.54082 -2.90309 -0.2 0.3 -0.1 0.0002
S 2.58891 -0.71197 -1.75168 0.3 -0.2 -0.5 -0.0011
N 2.84472 0.28537 -4.17235 0.2 -0.1 0.0 -0.0003
C 3.39486 0.84703 -5.42250 0.0 0.0 0.1 0.0000
C 4.74562 0.24693 -5.77838 0.0 0.0 0.0 0.0000
H 4.17667 4.58251 -4.01119 0.0 0.0 0.0 0.0000
H 3.36274 4.39660 -2.46187 0.0 0.0 0.0 0.0000
H 2.71561 3.59380 -3.90134 0.0 0.0 0.0 0.0000
H 5.32476 2.93646 -2.43011 0.0 0.0 0.0 0.0000
H 4.96182 2.29054 -4.00500 0.0 -0.1 0.0 0.0000
H 3.86039 1.54223 -1.41739 0.1 -0.1 0.0 0.0000
H 2.38341 -0.60767 -4.28172 -0.1 0.0 0.0 -0.0001
H 3.43240 1.92910 -5.34629 0.0 0.1 0.0 0.0000
H 2.66180 0.61201 -6.19162 0.0 0.0 0.0 0.0000
H 5.49230 0.43951 -5.00665 0.0 0.0 0.0 0.0000
H 5.10146 0.67205 -6.71636 0.0 0.0 0.0 0.0000
H 4.66878 -0.83290 -5.90677 0.0 0.0 0.0 0.0000
```
Forces are in eV/Å.

Its total energy is -85196.6833 eV. The calculation puts the highest occupied orbital energy (alpha / beta) at -12.745 / -13.514 eV. For the energy relative to the best compared isomer or geometry (same formula, charge and spin), the calculation gives 0.0 kcal/mol. The value obtained for the orbital gap (alpha / beta) is 0.248 / 0.228 Ha. As for the multiplicity: 2. As for the expectation value of S²: 0.77. Its total charge is +2.


Question: Which of these has the highest total charge?
Answer: C25H28Cl2IrN8O4S